Below is a 3-piece molecular cluster, C27H49BrN3O10PS2 overall at a distorted geometry, with properties calculated with wB97M-V/def2-TZVPD.

For the LUMO energy, the calculation gives -0.6 eV. The HOMO energy is -8.56 eV.

Geometry as ORCA input:
```
! wB97M-V def2-TZVPD RIJCOSX def2/J DEFGRID3
* xyz 0 1
C -4.405 -0.189 -3.981
C -2.771 -0.319 -4.287
S -1.833 -1.289 -2.990
C -1.307 -0.204 -1.540
C -2.461 -0.366 -0.388
C -1.750 -1.250 0.841
S -2.814 -1.393 2.375
O -3.879 -2.525 2.234
O -1.980 -1.638 3.693
O -3.618 0.096 2.608
C -4.200 0.585 1.350
N -5.262 1.639 1.576
C -6.471 1.019 1.256
O -7.599 0.545 0.687
C -3.050 1.035 0.221
C -1.938 1.919 1.082
O -0.870 2.501 0.249
C -0.482 3.792 0.882
C -0.286 5.078 -0.115
C 0.099 6.542 0.579
C 0.288 6.729 2.203
C 0.140 5.435 3.205
C -0.242 3.985 2.517
P -3.981 2.138 -1.041
O -3.077 2.357 -2.525
Br -4.192 4.302 -0.240
H -4.728 0.958 -4.050
H -4.661 -0.515 -2.868
H -5.060 -0.745 -4.785
H -2.313 0.767 -4.458
H -2.710 -0.846 -5.356
H -0.296 -0.691 -1.132
H -1.034 0.896 -1.827
H -3.343 -1.018 -0.801
H -1.413 -2.319 0.497
H -0.751 -0.687 1.174
H -4.761 -0.346 0.857
H -1.402 1.295 1.928
H -2.586 2.737 1.662
H -0.422 4.923 -1.279
H 0.205 7.456 -0.167
H 0.528 7.786 2.661
H 0.270 5.546 4.386
H -0.351 3.071 3.274
H -3.670 2.766 -3.226
C 4.644 -1.672 6.973
O 3.543 -2.171 6.227
C 2.495 -2.688 7.058
C 1.240 -1.809 6.936
N 1.443 -0.505 7.574
C 0.380 0.461 7.282
C 0.229 0.922 5.816
O 1.334 1.693 5.340
C 2.406 0.921 4.814
H 5.442 -1.412 6.274
H 4.362 -0.771 7.524
H 5.023 -2.431 7.665
H 2.808 -2.798 8.103
H 2.258 -3.687 6.678
H 0.396 -2.318 7.416
H 1.014 -1.696 5.871
H 2.327 -0.114 7.255
H 0.588 1.347 7.892
H -0.578 0.057 7.632
H -0.636 1.591 5.778
H 0.000 0.096 5.135
H 2.066 -0.010 4.352
H 3.139 0.716 5.596
H 2.908 1.519 4.049
C 2.939 -5.033 -7.225
O 3.076 -4.404 -5.958
C 4.213 -3.535 -5.887
C 3.756 -2.074 -5.746
N 3.148 -1.588 -6.988
C 2.476 -0.293 -6.843
C 1.238 -0.240 -5.922
O 0.124 -0.988 -6.415
C 0.131 -2.362 -6.052
H 2.129 -5.764 -7.159
H 2.680 -4.301 -7.995
H 3.858 -5.559 -7.502
H 4.889 -3.663 -6.741
H 4.766 -3.815 -4.984
H 4.621 -1.449 -5.499
H 3.046 -2.026 -4.915
H 2.463 -2.269 -7.311
H 2.160 0.009 -7.848
H 3.206 0.454 -6.507
H 0.905 0.802 -5.893
H 1.469 -0.511 -4.887
H 0.604 -2.537 -5.081
H 0.620 -2.953 -6.828
H -0.907 -2.700 -5.993
*
```

Here are the Löwdin charges for atoms 1 to 8, given in e: -0.18, -0.52, 0.79, -0.42, -0.32, -0.18, 0.84, -0.35


Below is C27H49F2HgNO2Si2 as an isolated structure at a distorted geometry, with properties calculated with wB97M-V/def2-TZVPD.

For the LUMO energy, the calculation gives 0.0 eV. The HOMO energy is -5.67 eV.

Geometry as ORCA input:
```
! wB97M-V def2-TZVPD RIJCOSX def2/J DEFGRID3
* xyz 0 1
O -0.477 -1.055 -3.744
O 0.653 0.674 -5.008
C 0.279 -2.259 -4.150
C -0.438 -3.473 -3.639
H 1.291 -2.145 -3.724
H 0.340 -2.223 -5.247
H -0.504 -3.484 -2.547
H 0.160 -4.326 -3.945
H -1.436 -3.595 -4.071
C -1.766 -0.820 -4.492
C -1.728 -1.056 -5.972
H -2.057 0.210 -4.226
H -2.423 -1.525 -3.981
H -0.972 -0.474 -6.511
H -2.705 -0.739 -6.353
H -1.632 -2.118 -6.222
C 0.128 2.078 -4.823
C 1.990 0.360 -5.605
C -0.742 2.408 -5.991
H 1.024 2.693 -4.707
H -0.430 2.031 -3.877
H -0.208 2.354 -6.943
H -1.074 3.430 -5.835
H -1.627 1.765 -6.031
C 1.913 0.635 -7.072
H 2.141 -0.702 -5.366
H 2.708 0.977 -5.051
H 1.070 0.124 -7.553
H 2.832 0.249 -7.497
H 1.865 1.706 -7.270
H 0.300 -0.038 -4.187
Hg -0.180 0.140 -0.133
C 1.738 0.030 -1.351
Si 3.449 0.475 -1.124
H 1.376 -1.046 -1.216
H 0.941 0.752 -1.755
C 4.432 -0.708 -2.210
C 4.245 0.297 0.561
C 3.747 2.252 -1.653
C -1.920 -1.068 -0.501
Si -3.364 -0.001 -0.656
H -1.754 -1.290 0.593
H -1.912 -2.049 -1.002
C -4.599 -0.789 -1.821
C -2.961 1.737 -1.257
C -4.186 0.088 1.036
H 3.172 2.512 -2.558
H 4.820 2.401 -1.868
H 3.460 2.949 -0.846
H 4.093 -1.745 -2.041
H 5.499 -0.641 -1.944
H 4.313 -0.468 -3.278
H 3.922 -0.615 1.092
H 4.028 1.174 1.196
H 5.344 0.242 0.426
H -3.338 1.887 -2.282
H -1.869 1.909 -1.263
H -3.422 2.491 -0.596
H -5.117 0.676 0.966
H -3.524 0.561 1.783
H -4.442 -0.929 1.387
H -5.598 -0.366 -1.632
H -4.641 -1.877 -1.649
H -4.331 -0.604 -2.873
F -0.825 5.030 1.980
C -0.475 3.728 2.204
C -0.458 2.871 1.116
C -0.110 1.590 1.446
C 0.265 1.026 2.656
C 0.212 1.985 3.673
F 0.535 1.615 4.946
C -0.145 3.313 3.490
C 0.661 -0.402 2.797
C 1.035 -1.073 3.923
C 1.373 -2.409 3.855
C 1.348 -3.126 2.659
C 0.971 -2.450 1.525
N 0.660 -1.165 1.683
H -0.718 3.193 0.094
H -0.167 4.020 4.317
H 1.053 -0.524 4.848
H 1.663 -2.922 4.756
H 1.603 -4.169 2.582
H 0.901 -2.920 0.518
*
```

Here are the Löwdin charges for atoms 1 to 8, given in e: -0.20, -0.18, -0.22, -0.05, 0.12, 0.11, 0.08, 0.08


Below is a 3-piece molecular cluster, C27H49F9N2O9 overall, with properties calculated with wB97M-V/def2-TZVPD.

For the LUMO energy, the calculation gives 0.6 eV. The HOMO energy is -9.38 eV.

Geometry as ORCA input:
```
! wB97M-V def2-TZVPD RIJCOSX def2/J DEFGRID3
* xyz 0 1
C -1.329 -1.685 3.382
C -0.889 -0.243 3.244
O -0.935 0.190 1.885
C 0.230 0.732 1.340
C 0.941 -0.136 0.247
C 2.221 -0.737 0.876
F 2.608 -1.887 0.268
F 1.925 -1.098 2.145
C 3.496 0.186 0.998
F 3.079 1.447 1.227
F 4.191 -0.221 2.074
C 4.530 0.250 -0.181
F 4.055 1.071 -1.134
F 4.732 -0.958 -0.721
C 5.925 0.797 0.237
F 6.603 -0.104 0.943
F 5.797 1.913 0.962
F 6.619 1.080 -0.867
C 0.164 -1.389 -0.283
O -0.566 -2.104 0.330
N 0.526 -1.576 -1.622
C 1.486 -0.536 -2.032
C 1.541 -0.268 -3.522
C 2.013 -1.466 -4.363
O 3.210 -2.037 -3.858
C 0.903 -2.542 -4.585
N 1.066 -3.820 -3.915
C 1.133 0.627 -1.100
C -0.177 1.295 -1.580
H -1.397 -1.933 4.445
H -0.614 -2.361 2.912
H -2.302 -1.835 2.912
H -1.556 0.409 3.820
H 0.122 -0.117 3.647
H 0.943 0.977 2.128
H -0.035 1.683 0.874
H -0.280 -1.719 -2.221
H 2.478 -0.900 -1.750
H 0.562 0.041 -3.906
H 2.225 0.572 -3.680
H 2.294 -1.066 -5.340
H 2.988 -2.559 -3.075
H 0.820 -2.734 -5.658
H -0.066 -2.132 -4.284
H 1.961 -4.247 -4.115
H 0.932 -3.753 -2.913
H 1.904 1.393 -1.049
H -0.700 0.673 -2.309
H 0.050 2.242 -2.073
H -0.891 1.503 -0.786
C -3.713 -0.136 -10.276
O -3.658 -0.510 -8.919
C -2.344 -0.841 -8.514
C -2.287 -1.044 -7.017
O -2.217 0.166 -6.276
C -3.452 0.830 -6.055
C -4.223 0.285 -4.874
O -4.889 -0.910 -5.225
C -5.469 -1.540 -4.106
H -3.357 -0.943 -10.928
H -4.753 0.078 -10.515
H -3.109 0.759 -10.467
H -1.649 -0.039 -8.796
H -2.023 -1.766 -9.013
H -1.358 -1.570 -6.788
H -3.126 -1.661 -6.687
H -4.075 0.809 -6.952
H -3.191 1.867 -5.835
H -4.953 1.037 -4.542
H -3.526 0.098 -4.044
H -4.707 -1.830 -3.373
H -5.979 -2.433 -4.461
H -6.198 -0.886 -3.613
C -1.817 1.990 10.756
O -0.766 1.710 9.862
C -0.829 0.386 9.368
C 0.185 0.179 8.267
O -0.230 0.686 7.008
C -0.073 2.082 6.809
C 1.339 2.491 6.458
O 2.147 2.554 7.616
C 3.504 2.758 7.301
H -1.801 1.311 11.617
H -1.685 3.011 11.108
H -2.793 1.903 10.262
H -1.834 0.177 8.976
H -0.625 -0.324 10.182
H 0.300 -0.897 8.119
H 1.152 0.595 8.561
H -0.427 2.647 7.675
H -0.708 2.322 5.954
H 1.316 3.476 5.968
H 1.756 1.765 5.746
H 3.903 1.930 6.704
H 4.053 2.817 8.239
H 3.649 3.691 6.744
*
```

Here are the Löwdin charges for atoms 1 to 8, given in e: -0.07, -0.25, -0.12, -0.14, -0.14, -0.35, 0.13, 0.14


Below is a 4-piece molecular cluster, C27H49NO4 overall at a distorted geometry, with properties calculated with wB97M-V/def2-TZVPD.

For the LUMO energy, the calculation gives -0.1 eV. The HOMO energy is -9.12 eV.

Geometry as ORCA input:
```
! wB97M-V def2-TZVPD RIJCOSX def2/J DEFGRID3
* xyz 0 1
O 7.083 -2.818 1.333
C 6.422 -1.900 1.113
N 5.608 -0.950 0.942
O 5.939 0.163 1.714
C 5.181 0.215 2.920
O 5.774 -0.029 3.932
O 3.830 0.576 2.951
C 3.151 -0.608 3.497
C 1.846 -0.952 2.667
C 1.392 -0.123 1.537
C 0.173 -0.568 0.820
C -0.543 -1.817 1.234
C -0.065 -2.597 2.385
C 1.133 -2.181 3.125
H 3.815 -1.518 3.377
H 2.924 -0.492 4.594
H 1.958 0.805 1.255
H -0.161 0.062 -0.045
H -1.453 -2.144 0.675
H -0.586 -3.533 2.704
H 1.521 -2.754 4.011
C 7.168 5.462 -2.980
C 6.697 5.856 -1.586
C 7.349 5.036 -0.472
C 7.054 3.535 -0.509
C 5.573 3.159 -0.462
C 4.881 3.596 0.819
H 6.905 4.430 -3.219
H 6.701 6.104 -3.731
H 8.252 5.572 -3.071
H 5.607 5.778 -1.530
H 6.937 6.912 -1.423
H 7.036 5.445 0.494
H 8.435 5.175 -0.518
H 7.567 3.062 0.336
H 7.497 3.098 -1.410
H 5.489 2.070 -0.544
H 5.045 3.572 -1.326
H 5.370 3.156 1.692
H 3.839 3.265 0.813
H 4.882 4.683 0.928
C -4.520 -2.924 1.930
C -3.966 -4.277 1.497
C -4.016 -4.499 -0.010
C -5.422 -4.511 -0.630
C -6.387 -5.548 -0.055
C -5.925 -6.985 -0.268
H -5.578 -2.823 1.681
H -4.422 -2.809 3.012
H -3.973 -2.105 1.455
H -4.500 -5.078 2.017
H -2.922 -4.343 1.822
H -3.509 -5.441 -0.242
H -3.430 -3.714 -0.500
H -5.319 -4.682 -1.707
H -5.872 -3.518 -0.525
H -7.359 -5.421 -0.541
H -6.552 -5.369 1.011
H -5.793 -7.198 -1.332
H -6.668 -7.682 0.125
H -4.981 -7.186 0.244
C -3.404 3.859 -2.071
C -4.149 2.791 -2.863
C -5.158 2.008 -2.023
C -4.559 1.204 -0.866
C -3.495 0.181 -1.264
C -4.008 -0.913 -2.179
H -2.803 3.423 -1.270
H -2.727 4.411 -2.726
H -4.102 4.574 -1.628
H -3.430 2.111 -3.330
H -4.686 3.278 -3.683
H -5.717 1.335 -2.682
H -5.895 2.706 -1.612
H -5.374 0.686 -0.348
H -4.126 1.891 -0.131
H -3.109 -0.289 -0.353
H -2.644 0.680 -1.737
H -4.830 -1.452 -1.700
H -3.210 -1.628 -2.391
H -4.363 -0.518 -3.133
*
```

Here are the Löwdin charges for atoms 1 to 8, given in e: 0.24, -0.21, 0.10, -0.03, -0.48, 0.17, -0.01, -0.12


Below is C27H50AuOP2 as an isolated structure at a distorted geometry, with properties calculated with wB97M-V/def2-TZVPD.

For the LUMO energy (alpha / beta), the calculation gives -4.4 / -4.4 eV. The HOMO energy (alpha / beta) is -8.81 / -8.71 eV. The energy relative to the best compared isomer or geometry (same formula, charge and spin) comes out at 113.3 kcal/mol.

Geometry as ORCA input:
```
! wB97M-V def2-TZVPD RIJCOSX def2/J DEFGRID3
* xyz 1 3
Au 2.153 1.777 -2.065
C -0.190 0.695 3.600
C -0.778 1.846 2.991
C -2.469 0.427 3.573
C -1.253 -0.146 4.007
C -2.190 1.655 2.938
C 1.240 0.451 3.814
H 1.853 1.149 3.237
H 1.533 -0.565 3.507
H 1.485 0.573 4.884
C -1.127 -1.426 4.751
H -0.074 -1.684 4.865
H -1.625 -2.245 4.216
H -1.593 -1.371 5.745
C -3.794 -0.221 3.679
H -4.161 -0.319 4.716
H -3.743 -1.242 3.249
H -4.531 0.343 3.099
C -3.164 2.577 2.332
H -3.688 3.184 3.084
H -3.922 2.027 1.762
H -2.651 3.255 1.647
C -0.056 3.051 2.550
H -0.037 3.814 3.357
H -0.541 3.507 1.669
H 0.986 2.798 2.289
C 3.179 -0.404 -3.394
C 3.927 0.524 -2.704
C 4.493 1.832 -3.215
C 3.602 2.778 -4.192
C 2.092 2.810 -3.891
C 1.182 1.641 -3.977
C 1.394 0.523 -4.939
C 2.752 -0.247 -4.797
H 5.448 1.685 -3.756
H 3.861 2.642 -5.245
H 4.651 2.428 -2.294
H 3.474 0.208 -5.509
H 3.090 -1.410 -2.987
H 4.542 0.086 -1.921
H 2.560 -1.260 -5.209
H 0.566 -0.194 -4.807
H 0.132 1.958 -3.945
H 1.313 0.884 -5.986
H 3.923 3.818 -4.004
H 1.487 3.716 -4.051
P 0.838 -1.008 0.546
P -1.667 0.763 -0.824
C 0.482 -1.134 -1.328
C -0.906 -0.692 -1.757
H 0.587 -2.198 -1.614
H 1.291 -0.552 -1.821
H -0.858 -0.479 -2.842
H -1.581 -1.547 -1.582
C -3.323 0.070 -0.468
H -3.819 0.759 0.227
H -3.168 -0.897 0.024
H -3.891 -0.018 -1.409
C -2.146 1.832 -2.232
H -2.428 1.235 -3.119
H -1.305 2.489 -2.487
H -2.985 2.460 -1.908
C 1.878 -2.554 0.658
H 2.575 -2.371 1.492
H 2.426 -2.651 -0.277
H 1.281 -3.452 0.862
C 2.451 0.004 0.428
H 2.340 1.023 0.812
H 2.766 0.119 -0.633
H 3.256 -0.571 0.908
C -2.723 -3.683 0.585
C -1.778 -2.927 1.521
C -0.791 -3.828 2.212
O -1.194 -1.841 0.867
H -2.173 -4.056 -0.282
H -3.509 -3.011 0.237
H -3.186 -4.532 1.095
H -2.436 -2.482 2.301
H -1.294 -4.530 2.885
H -0.268 -4.420 1.458
H -0.070 -3.251 2.792
*
```

Here are the Löwdin charges for atoms 1 to 8, given in e: 1.01, -0.24, -0.18, -0.20, -0.18, -0.21, -0.08, 0.05